Entry 1:
The following is a quantum chemistry calculation of the molecule C3H13BrSi3, from the Open Molecules 2025 dataset.

Structure (XYZ):
```
20
Properties=species:S:1:pos:R:3:lowdin_charge:R:1
C 2.34 -0.79 0.18 -0.229
Si 0.49 -0.51 -0.12 0.373
C -0.46 -1.66 1.08 -0.249
C 0.42 -1.12 -1.95 -0.215
Si -0.23 1.68 0.44 0.001
Si -2.42 2.36 0.44 0.418
Br 1.17 3.04 -0.84 0.122
H 2.78 -0.24 -0.59 -0.012
H 2.64 -0.49 1.19 0.029
H 2.59 -1.86 -0.05 0.060
H -1.30 -2.16 0.56 0.024
H -0.05 -2.64 1.44 0.040
H -0.78 -1.18 1.99 0.002
H 1.30 -0.66 -2.34 0.001
H 0.54 -2.26 -1.97 0.064
H -0.57 -0.88 -2.43 0.036
H 0.15 2.26 1.69 -0.132
H -2.80 1.87 1.70 -0.147
H -3.04 1.47 -0.76 -0.073
H -2.76 3.78 0.33 -0.113
```

## Properties
HOMO energy: -9.460 eV
total charge: 0

Entry 2:
The following is a quantum chemistry calculation of a cluster of 2 separate species, C3H13N2 in total, from the Open Molecules 2025 dataset.

Structure (XYZ):
```
18
Properties=species:S:1:pos:R:3:lowdin_charge:R:1
C -1.72 1.03 -1.12 -0.034
N -0.44 0.21 -1.59 0.079
H -2.14 1.59 -2.01 0.104
H -2.56 0.44 -0.75 0.086
H -1.44 1.77 -0.35 0.080
H 0.20 0.83 -2.10 0.137
H -0.76 -0.47 -2.28 0.133
H -0.02 -0.38 -0.65 0.078
C 1.92 -0.88 0.47 -0.074
N 0.44 -0.83 0.64 -0.225
C -0.05 0.10 1.60 -0.136
H 2.33 -0.05 -0.17 0.098
H 2.41 -0.72 1.48 0.108
H 2.33 -1.84 0.17 0.084
H 0.07 -1.76 0.84 0.150
H 0.44 1.07 1.58 0.090
H 0.20 -0.33 2.68 0.134
H -1.20 0.21 1.54 0.108
```

## Properties
HOMO energy: -14.142 eV
total charge: +1

Entry 3:
The following is a quantum chemistry calculation of a cluster of 2 separate species, C3H13N2 in total, from the Open Molecules 2025 dataset.

Structure (XYZ):
```
18
Properties=species:S:1:pos:R:3:lowdin_charge:R:1
C -1.01 2.11 -0.25 -0.120
N -1.61 0.81 0.10 -0.062
H -1.38 2.46 -1.21 0.087
H -1.35 2.88 0.45 0.088
H 0.07 2.08 -0.24 0.062
H -2.25 0.48 -0.61 0.097
H -2.17 0.89 0.94 0.099
H -0.46 -0.37 0.28 0.099
C 0.74 -1.28 -1.18 -0.015
N 0.32 -1.14 0.25 -0.097
C 1.45 -0.82 1.17 -0.013
H 1.37 -0.41 -1.41 0.105
H 1.40 -2.13 -1.27 0.103
H -0.14 -1.34 -1.81 0.100
H -0.08 -2.01 0.59 0.166
H 2.24 -1.54 1.05 0.100
H 1.08 -0.84 2.20 0.107
H 1.80 0.18 0.96 0.094
```

## Properties
HOMO energy: -14.523 eV
total charge: +1

Entry 4:
The following is a quantum chemistry calculation of a cluster of 2 separate species, C3H13N2 in total, from the Open Molecules 2025 dataset.

Structure (XYZ):
```
18
Properties=species:S:1:pos:R:3:lowdin_charge:R:1
C 2.44 0.79 0.77 0.012
N 1.67 -0.42 0.21 0.097
H 1.66 1.30 1.32 0.095
H 3.31 0.41 1.29 0.098
H 2.70 1.39 -0.10 0.096
H 0.75 -0.17 -0.28 0.079
H 1.60 -1.16 0.92 0.153
H 2.24 -0.84 -0.52 0.152
C -2.07 -0.12 0.69 -0.101
C -1.75 -0.58 -0.70 -0.287
N -0.60 0.21 -1.28 -0.033
H -2.27 0.95 0.79 0.083
H -2.89 -0.66 1.15 0.083
H -1.24 -0.36 1.38 0.063
H -1.51 -1.63 -0.85 0.111
H -2.61 -0.35 -1.36 0.114
H -0.64 0.04 -2.28 0.094
H -0.78 1.20 -1.17 0.091
```

## Properties
HOMO energy: -14.343 eV
total charge: +1

Entry 5:
The following is a quantum chemistry calculation of a cluster of 2 separate species, C3H13N2 in total, from the Open Molecules 2025 dataset.

Structure (XYZ):
```
18
Properties=species:S:1:pos:R:3:lowdin_spin:R:1
C 2.02 1.22 0.13 0.087
N 1.30 0.40 1.20 0.651
H 1.58 2.20 0.31 -0.001
H 1.80 0.77 -0.82 0.014
H 3.10 1.12 0.30 0.051
H 1.78 -0.50 1.34 0.012
H 1.33 0.78 2.16 0.015
H -0.02 0.08 0.39 0.026
C -1.94 -0.92 0.43 0.006
N -0.90 -0.03 -0.25 0.100
C -0.57 -0.65 -1.56 0.016
H -1.62 -1.97 0.49 0.001
H -2.85 -0.87 -0.16 0.005
H -2.10 -0.50 1.43 0.001
H -1.43 0.84 -0.37 0.002
H -1.08 -1.58 -1.81 0.005
H -0.83 0.07 -2.33 0.002
H 0.49 -0.97 -1.62 0.007
```

## Properties
multiplicity: 2
HOMO energy (spin up / spin down): -21.819 / -21.807 eV
total charge: +2

Entry 6:
The following is a quantum chemistry calculation of a cluster of 2 separate species, C3H13N2O in total, from the Open Molecules 2025 dataset.

Structure (XYZ):
```
19
Properties=species:S:1:pos:R:3:lowdin_charge:R:1
N 0.20 -0.74 -1.16 0.209
C -0.10 -0.81 0.32 -0.348
C 1.07 -0.16 1.03 -0.038
C -1.42 -0.10 0.59 -0.262
N -1.60 0.14 2.01 0.028
H -0.58 -0.99 -1.78 0.184
H 0.52 0.22 -1.37 0.102
H 1.05 -1.29 -1.30 0.168
H -0.20 -1.84 0.61 0.149
H 1.01 0.92 0.88 0.101
H 1.00 -0.32 2.10 0.093
H 2.02 -0.51 0.65 0.087
H -2.25 -0.66 0.12 0.124
H -1.45 0.85 0.04 0.128
H -1.66 -0.72 2.53 0.086
H -2.44 0.68 2.18 0.086
H 1.25 2.16 -3.08 0.079
H 2.17 1.74 -1.92 0.069
O 1.43 1.43 -2.46 -0.044
```

## Properties
HOMO energy: -13.248 eV
total charge: +1

Question: Number 1 is which compound?
Answer: C3H13BrSi3